--- one ---
Entry from the Open Molecules 2025 dataset: one molecule with the formula C6H6N2 (wB97M-V/def2-TZVPD).

Geometry as XYZ:
```
14
C6H6N2, DFT wB97M-V/def2-TZVPD
C 2.1362 -0.0030 0.0041
C 1.2918 1.1522 -0.0524
C -0.0159 0.6883 -0.1098
C -1.3667 1.1207 -0.0278
C -2.1007 -0.0112 0.0046
N -1.2568 -1.1054 -0.1159
N 0.0499 -0.6745 -0.1134
C 1.3555 -1.1578 -0.0780
H 3.1998 0.0193 0.1704
H 1.5814 2.1813 -0.1204
H -1.6698 2.1701 0.0616
H -3.1530 -0.1564 0.0037
H -1.5584 -2.0077 0.3066
H 1.5067 -2.2159 0.0667
```

**Gap between HOMO and LUMO**: 8.106 eV
**Structure (SMILES)**: c1cc2cc[nH]n2c1
**Total charge**: 0

=====

--- two ---
Entry from the Open Molecules 2025 dataset: one molecule with the formula C6H6N2 (wB97M-V/def2-TZVPD).

Geometry as XYZ:
```
14
C6H6N2, DFT wB97M-V/def2-TZVPD
C 2.7462 -0.7403 -0.2626
C 1.7028 -0.2472 -0.1298
C 0.4377 0.5167 0.0897
N 0.4668 1.6249 0.8611
C -0.6065 -0.2740 -0.2698
C -1.9748 0.2371 -0.3568
C -0.1971 -1.5939 -0.8259
N 0.3158 -2.7317 -0.8801
H 3.6993 -1.3563 -0.0490
H 1.0783 1.5628 1.7155
H -0.3862 2.0374 1.1965
H -2.1715 1.2842 -0.5877
H -2.7020 0.1150 0.5288
H -2.4087 -0.4346 -1.0299
```

**Gap between HOMO and LUMO**: 8.999 eV
**Structure (SMILES)**: C#C/C(N)=C(/C)C#N
**Total charge**: 0

=====

Looking at the structures above, one is most stable, and the difference to the next one is 245.6 kJ/mol.